No. 1
The following is a DFT calculation (ωB97M-V/def2-TZVPD) of a cluster of 16 separate species, C40H120N24O16 in total.

Geometry as XYZ:
```
200
Properties=species:S:1:pos:R:3:forces:R:3
O 0.300380 -6.707828 2.305000 0.386 -4.738 1.337
O 1.511757 -2.091365 4.911803 -2.258 0.388 -1.016
O 3.153610 -3.398551 -0.314529 -0.068 -1.041 -0.627
O -2.082015 2.963951 -4.650467 -0.080 -0.453 -1.423
O -2.159035 4.278196 2.355363 0.574 1.788 -0.389
O 4.371736 -4.747317 4.756683 0.137 0.083 1.112
O 0.336541 -5.305029 -2.249491 0.564 -0.034 -0.999
O -2.064620 0.945468 5.810038 -0.375 0.821 0.556
O 2.336811 0.531281 -7.771957 -0.426 -0.927 0.253
O -5.621407 -4.866171 2.496615 0.914 1.185 0.491
O 4.142870 2.038973 -3.960057 -0.627 -1.505 0.348
O 3.012915 2.508002 3.859928 -1.370 -1.528 -0.488
O -4.801087 -2.617297 -2.163261 -1.509 -0.725 -0.120
O 1.025045 -0.041720 -0.563429 -0.048 0.343 0.345
O 4.244814 3.539822 0.859265 4.854 -0.087 1.557
O -0.286005 3.907412 -0.432441 -1.574 -0.957 -0.657
N 5.213843 -2.948801 0.311915 4.404 -0.450 0.707
N 3.439749 -2.313529 5.888000 0.986 0.371 1.861
N -4.749917 1.917700 -4.522796 0.351 -1.127 -0.504
N 1.831107 -1.632796 -7.464155 -0.621 -4.616 -3.283
N -5.254616 -2.236397 1.729671 -2.760 2.104 -1.693
N -1.734915 5.520933 4.809493 -0.035 1.307 0.382
N -2.233318 -1.283405 -3.094436 -0.244 -0.482 0.647
N -2.266571 3.336528 -1.531298 -1.334 -0.872 0.086
N 3.690696 -1.351688 0.048144 0.085 5.446 -0.213
N -3.522401 2.625749 7.669136 -0.088 -0.819 -1.272
N 2.828780 4.522606 -0.589716 -0.715 1.369 -2.095
N 4.559223 -5.631477 2.753445 1.426 -2.582 -2.329
N 4.553277 2.581289 5.485095 1.387 -0.961 2.875
N 3.628893 -3.659706 2.946389 -0.988 1.964 -2.501
N 2.405801 -0.395660 6.053003 -1.032 6.462 1.945
N 5.318622 0.550615 -6.127384 0.332 0.309 -1.177
N -0.190269 -4.672577 3.160795 -1.143 0.691 5.517
N 0.783090 -1.860432 1.954288 -0.337 -0.481 -0.717
N 0.224002 -4.883476 1.168983 1.073 3.030 -6.934
N -0.774428 4.700112 -2.411504 2.058 1.700 -1.505
N 4.686171 3.895144 3.781430 2.517 3.762 -2.013
N 1.852242 -0.336868 -5.769261 -0.323 0.736 3.711
N 0.083622 -2.529803 -4.691261 0.850 0.020 0.177
N 2.107688 3.134571 0.931707 -2.662 -1.463 1.277
C 0.832701 -4.745116 -5.282913 1.293 1.218 0.898
C -0.745591 2.511241 -5.068477 -0.914 0.338 1.041
C 0.502053 0.347241 -1.824373 1.096 0.573 -0.050
C 6.466709 2.824132 -5.958239 -0.310 0.256 -1.125
C -0.887552 4.228731 2.955547 0.313 -0.228 -0.869
C -3.472449 -1.431000 -3.864534 1.256 -0.049 -0.725
C -1.837286 4.244465 7.767426 0.508 0.430 -0.664
C -4.509201 3.107980 -5.353721 0.504 -0.695 2.898
C -2.389655 3.120647 6.876294 0.025 1.227 2.156
C 5.503818 1.623981 -3.992278 0.685 0.955 0.728
C 4.047046 -2.573364 -0.079377 -4.022 -3.927 -0.227
C 4.047646 2.939163 4.337281 -3.064 -1.124 -0.531
C 2.009484 -0.440831 -7.053691 1.782 5.343 -1.211
C -4.326217 -2.679617 -3.513113 -0.012 0.053 0.340
C -0.672225 5.463386 3.805972 -0.085 -0.904 1.086
C -0.023418 -3.934248 -4.279188 0.599 0.109 -0.627
C 1.250149 0.363211 2.424808 -0.960 2.695 -1.088
C -1.114388 3.929414 -1.380285 2.629 1.089 2.091
C -2.965270 3.113666 -5.776769 -1.863 1.430 0.179
C 0.713355 5.445135 4.486606 0.587 0.273 -0.755
C -4.549894 -4.011918 3.031239 -0.222 -2.150 0.957
C -1.452820 1.918392 6.618882 0.692 0.760 0.151
C 6.134481 1.509046 -5.386996 -0.766 -1.862 2.516
C 3.159919 3.726649 0.440063 -1.501 0.755 -1.128
C -5.907660 -3.537379 -1.800943 0.572 0.957 0.279
C 2.319531 -1.595037 5.675140 2.252 -6.272 -2.800
C -0.929602 -5.895815 -2.077330 0.360 -0.916 1.844
C 4.190500 -4.665936 3.544608 -0.075 0.292 3.660
C -2.861648 3.158044 1.952311 0.650 -0.773 1.437
C -3.027490 -1.444593 -5.342372 -2.063 -0.844 -1.132
C -4.153912 -2.904672 2.177851 3.567 0.406 0.352
C -0.043955 -0.206635 0.312072 -1.888 -0.040 1.224
C -3.264165 -1.842176 2.957822 -0.168 -0.760 -0.725
C 0.414269 -3.997522 -2.794685 -0.515 -0.425 -0.229
C 3.652527 1.952454 -2.602172 0.512 1.577 -0.525
C -1.324882 0.595585 4.705745 -0.363 -1.529 -1.755
C -4.945027 4.245124 -4.361494 1.270 1.536 -2.544
C -5.224268 -5.877213 1.561752 0.120 1.031 0.855
C 0.177210 -0.534892 1.785933 2.147 -0.409 0.423
C 0.166080 -5.540230 2.244704 -0.674 0.211 0.988
H 1.410926 -1.696547 2.728293 0.090 -0.867 0.324
H -1.061588 -4.237975 -4.413553 -0.252 -0.346 0.541
H -1.348334 -5.403325 -1.199713 -1.106 0.361 -0.455
H -5.906908 -2.952169 1.442846 -0.616 0.268 -0.018
H -0.392939 2.925019 -6.013212 -0.300 0.209 -0.011
H 2.883424 -0.112276 6.896611 -0.144 0.018 -0.420
H -0.809833 -0.542001 2.248304 0.078 0.440 0.125
H -0.685123 0.670974 0.394573 0.116 0.716 -0.574
H 1.142616 -5.751965 -5.003068 -0.944 -0.277 -0.350
H -0.314239 -1.963337 -3.955777 -0.374 0.263 -0.003
H 0.746011 4.881297 5.418878 -0.151 -0.273 -0.151
H -3.198699 2.529633 8.621018 -0.003 -0.293 0.212
H 3.731405 -3.777819 1.948579 -0.899 1.044 -0.003
H 5.904408 -2.234415 0.493198 0.205 -0.537 0.130
H 2.609336 2.263483 -2.546381 0.009 -0.028 -0.428
H 0.514255 -5.356767 0.325270 0.299 0.362 0.058
H -0.494308 2.250672 6.220201 0.105 0.090 -0.429
H -3.379692 2.849101 2.860221 -1.065 -0.333 -0.324
H 1.578123 0.267977 3.459920 -0.484 -0.550 -0.186
H -0.736865 1.422937 -5.128540 0.085 -0.027 0.012
H 5.244036 3.250836 5.792754 -0.032 -1.002 0.999
H -1.194974 1.362852 7.520544 -0.092 0.604 0.734
H 0.924048 1.393522 2.282635 -0.476 0.330 0.702
H 4.442132 0.947518 -6.434543 -0.100 0.371 -0.331
H -0.863900 -0.390629 4.760341 0.747 -0.082 0.831
H -2.673796 2.755999 -0.812095 -0.078 0.134 -0.453
H 3.129192 -2.878907 3.347341 0.135 -0.465 0.247
H 2.246981 0.460027 -5.290464 -0.092 -0.178 -0.009
H -0.758379 -6.891198 -1.667439 0.631 -0.164 0.169
H -1.266815 5.071661 -3.211264 -0.357 -0.544 0.349
H -6.020439 4.399924 -4.448799 0.006 -0.282 0.584
H -0.902828 4.659576 7.389835 0.345 -0.155 0.407
H 4.319635 -5.594799 1.772961 0.169 -0.478 0.211
H -1.340179 6.270753 5.359088 -0.813 0.445 0.755
H 5.679407 0.692178 -3.454683 -0.476 -0.472 -0.022
H 2.829256 -1.073671 -0.399867 -0.161 0.045 0.091
H 1.090186 6.442542 4.713045 -0.460 0.304 0.226
H 1.873023 0.259603 5.499025 -0.099 0.328 0.648
H -0.465688 -2.332462 -5.515522 -0.108 -0.092 -0.078
H -5.747564 -4.615426 -1.818015 1.090 -0.052 -0.216
H -2.864858 3.583865 6.011596 0.417 -0.643 -0.487
H 1.961737 4.255601 -1.033621 0.012 0.509 0.018
H -0.588507 1.330349 4.380193 -0.168 0.096 -0.042
H -1.801168 3.937124 8.812575 0.605 -0.213 -0.069
H -2.369665 -1.721837 -2.194822 0.070 0.164 0.469
H 7.109344 1.076932 -5.161134 0.023 -0.694 -0.130
H 3.741875 1.011948 -2.058502 0.316 -0.435 -0.514
H -0.701348 -0.971580 -0.101200 -0.192 -0.448 -0.009
H 3.413943 5.189618 -1.072166 0.243 -0.587 0.390
H 6.699069 2.647539 -7.008443 -0.337 0.518 -0.252
H 0.145860 5.075486 -2.231906 -0.274 0.347 -0.392
H -1.586668 -6.204569 -2.890381 0.005 1.275 -0.646
H 0.436057 -3.910176 1.335795 -0.020 0.219 -1.187
H -0.201460 -5.051602 4.096910 0.071 0.432 0.077
H 6.043612 2.360223 -3.396749 0.425 0.317 0.145
H 5.032065 -0.231880 -5.556686 0.334 -0.067 0.276
H 5.611496 3.474105 -5.773174 0.297 0.531 -0.516
H 4.226134 2.718638 -2.080610 -0.058 -0.147 0.628
H -6.836953 -3.445986 -2.363226 0.160 0.774 -0.478
H -3.906756 1.833392 -3.973177 0.121 -0.333 0.343
H 2.135045 0.468065 1.797062 0.231 -0.975 -0.087
H -3.383496 1.734970 7.213812 -2.162 -1.343 0.972
H 1.812641 -2.419904 -6.831529 -0.034 0.073 -0.360
H -5.114602 -2.679430 -4.265805 -0.500 0.006 0.151
H -2.224871 2.294262 1.761286 0.365 -0.101 -0.647
H 5.221083 -6.299300 3.122307 -0.384 0.006 -0.275
H -4.565012 -5.470598 0.794844 -0.188 0.075 -0.380
H 1.802769 -4.248066 -5.278006 0.407 0.272 0.340
H 5.473821 -3.924480 0.288221 -0.024 0.388 -0.143
H -5.668508 -1.672164 2.457981 -0.325 0.006 0.082
H -0.710978 3.333474 3.551724 -0.492 -0.204 0.614
H -2.080812 -0.295376 -2.950793 0.007 0.090 0.196
H 3.559059 -3.275663 5.604907 0.072 -0.491 0.089
H -3.042293 -1.094808 2.196032 -0.176 0.386 0.272
H 1.409529 0.397446 -2.426108 -0.509 -0.678 -0.746
H -0.813624 6.428986 3.320447 0.254 -0.375 -0.875
H -5.479888 2.155544 -3.866546 -0.164 -0.321 0.078
H 4.087326 -1.876317 6.528002 0.387 -0.662 -0.272
H -2.316690 -2.082126 3.440335 0.109 -0.918 -0.453
H -5.247308 3.046462 -6.153410 0.685 0.388 -0.576
H -3.961212 -1.418543 -5.904133 -0.331 -0.063 -0.292
H -2.758929 2.453190 -6.618965 0.009 -0.521 0.381
H 4.409331 4.173454 2.850844 0.274 0.025 -0.130
H 1.407878 -3.611116 -2.567688 0.495 -0.505 -0.683
H -4.638450 -6.639204 2.075849 -0.285 -0.394 -0.010
H 2.212690 2.614105 1.790893 0.206 0.230 -0.031
H -2.489575 -0.651071 -5.861096 0.411 0.474 1.103
H 1.667148 -1.217199 -5.310067 -0.206 0.323 0.939
H -3.491344 3.411630 1.099504 -0.146 -0.087 0.264
H -4.533417 4.231812 -3.352286 -0.344 -0.659 0.005
H -0.154946 -3.271581 -2.214079 -0.930 -0.072 0.116
H 0.131501 1.371128 -1.873882 -0.176 0.380 0.722
H -3.665330 -4.611770 3.245317 -0.043 -0.336 0.389
H -4.083449 -0.540596 -3.716358 -0.421 -0.184 -0.007
H 1.493322 5.094761 3.810607 0.015 -0.533 -0.060
H -0.042665 -3.678558 3.059546 0.051 -0.126 0.043
H -2.852182 4.125240 -6.166677 0.411 0.207 -0.219
H 4.150798 1.833486 6.031824 0.267 0.522 -0.053
H 7.398856 3.184823 -5.523376 -0.314 0.273 0.272
H -6.133056 -3.275572 -0.767138 0.086 0.076 -0.108
H -4.903577 -3.491415 3.921231 -0.488 -0.786 0.436
H -2.591365 3.531857 -2.467488 -1.014 -0.981 0.249
H -3.859555 -3.663141 -3.567785 0.809 0.108 -0.583
H -2.052010 0.342750 3.934088 -0.056 0.767 -0.553
H 1.371908 -1.850917 1.133748 0.660 -0.953 -0.104
H -0.133006 2.884596 -4.247838 0.351 -0.324 -0.200
H -3.653419 -3.288164 1.288728 0.682 0.021 -0.046
H -0.105149 4.116756 2.204934 0.042 0.399 -0.398
H -0.339792 -0.272977 -2.132142 0.624 -0.489 -0.288
H -6.191852 -6.198168 1.175915 0.440 -0.498 -0.259
H 2.035044 -1.737087 -8.447842 -0.119 -0.546 0.203
H -2.516434 5.096719 7.790596 -0.324 -0.124 -0.296
H -2.583106 -2.379046 -5.685023 0.227 -0.188 0.496
H -1.838939 4.765079 5.471273 0.633 -0.285 -0.641
H 0.556190 -4.516829 -6.312249 -0.696 -0.876 -0.052
H 1.197527 3.483704 0.667490 -0.116 -0.319 0.124
H 5.441556 4.341266 4.281896 -0.058 0.081 -0.758
H -3.820963 -1.440263 3.804302 -0.516 0.321 -0.270
H 4.419992 -0.652957 0.043860 -0.240 0.315 0.161
H -4.513912 5.153295 -4.782760 -0.144 0.620 0.016
```
Positions in Å, forces in eV/Å.

E_HOMO	-8.599	eV
strongest force on any atom	7.6	eV/A
relative energy (zero: lowest compared OMol25 entry of this formula, charge and spin)	848.5	kJ/mol
total charge	0

No. 2
The following is a DFT calculation (ωB97M-V/def2-TZVPD) of a structure of composition C40H26AuF5O2S3.

Geometry as XYZ:
```
77
Properties=species:S:1:pos:R:3:forces:R:3
Au 0.973996 -3.092596 0.221848 -0.466 0.254 0.109
S 2.314118 -1.962063 1.704305 -0.543 0.953 -0.551
S -1.586156 -1.886624 -1.012620 0.076 0.158 1.365
S 1.397549 -0.109731 -0.523090 -0.304 0.053 -1.434
F 6.388977 -3.361359 -1.011033 0.104 -0.090 -0.019
F 3.754853 -3.167560 -0.743336 -0.175 -0.019 -0.184
F 4.372305 -1.080181 3.459264 -0.028 0.038 0.076
F 8.001864 -2.568801 0.983422 0.178 0.010 0.015
F 7.020088 -1.426790 3.224242 0.072 0.029 0.005
O -0.892229 -3.273344 -0.832283 -0.049 0.172 -0.195
O 1.759865 -0.004268 0.983218 0.795 -1.221 0.755
C -4.066699 -1.133086 -1.564777 0.048 -0.013 -0.136
C -1.706275 3.128956 -1.427668 -0.146 -0.100 0.138
C 6.203613 1.874519 -3.611456 -0.009 0.053 0.095
C -0.499724 3.075742 -2.159678 -0.058 0.127 -0.086
C 4.524939 -2.731711 0.226294 -0.323 0.227 0.254
C -3.342191 -2.092039 -0.870383 -0.019 -0.039 -0.488
C -5.357627 -3.092384 -0.091067 -0.065 -0.068 0.003
C 4.057629 0.555763 -3.455770 -0.001 -0.036 -0.043
C 0.189939 1.166072 -0.900909 0.035 0.138 0.570
C -3.867802 4.116433 -1.008520 -0.119 -0.038 0.104
C -3.198345 2.178080 0.262755 0.024 -0.086 0.069
C -1.107179 0.590804 2.291506 0.104 -0.087 -0.050
C 3.951973 -2.142890 1.390654 0.288 0.256 0.053
C -1.401623 -1.186258 0.668054 0.253 0.466 0.040
C -5.452064 -1.180941 -1.535614 -0.037 0.033 0.017
C -4.130888 3.126347 -0.031153 -0.024 0.139 -0.009
C -2.691507 4.110915 -1.693545 0.125 0.085 -0.086
C -1.178298 0.157167 0.926496 -0.089 -0.476 -0.173
C -1.010532 1.394905 4.977199 0.008 0.080 0.051
C 4.853785 -1.665692 2.392224 -0.367 -0.140 -0.197
C -1.166109 0.073530 4.679247 -0.007 -0.142 0.010
C -1.951546 2.162319 -0.415955 -0.101 -0.146 -0.308
C 5.012870 1.368477 -2.847642 0.046 -0.006 -0.001
C -7.616846 -2.274178 -0.856729 0.049 -0.015 0.174
C 5.873865 -2.849330 0.085564 0.363 -0.026 0.014
C 6.206957 -1.828120 2.271984 0.320 -0.006 0.071
C 3.767807 1.225859 -0.772346 -0.102 0.232 -0.048
C 4.852642 1.691116 -1.496728 0.005 -0.045 0.102
C -1.513055 -2.131477 1.724559 -0.093 0.014 -0.144
C 0.428245 2.111253 -1.921489 0.443 -0.065 0.081
C -0.967336 1.168476 -0.157403 -0.200 -0.369 0.095
C -1.408337 -1.727202 3.017843 -0.031 -0.039 -0.003
C -3.977439 -3.066527 -0.114084 0.126 -0.181 0.035
C 6.724086 -2.420263 1.118650 -0.389 0.019 -0.117
C -1.227551 -0.360492 3.334231 0.085 0.194 0.057
C -0.865625 2.340658 3.940208 -0.029 0.033 0.068
C -6.117229 -2.175136 -0.823421 -0.037 0.069 -0.060
C 2.958601 0.087498 -2.750896 -0.113 -0.140 -0.100
C 2.807047 0.462461 -1.425854 0.381 -0.247 0.480
C -0.892195 1.948448 2.633292 -0.026 0.012 -0.089
H 6.240916 1.465148 -4.618190 0.008 -0.001 0.008
H -0.770000 2.683792 1.848948 -0.011 -0.001 0.053
H 2.228145 -0.554736 -3.233326 0.031 0.058 -0.005
H -5.866018 -3.852906 0.490758 0.044 -0.010 -0.056
H -1.254309 -0.668179 5.465360 -0.033 0.065 -0.014
H -1.721547 -3.168635 1.495179 0.125 0.048 0.021
H 1.351359 2.087479 -2.483833 -0.082 0.064 0.010
H -4.609461 4.878638 -1.210486 0.005 -0.046 -0.010
H -0.744719 3.388714 4.183432 0.047 -0.043 0.009
H 7.129484 1.621457 -3.092978 -0.013 -0.056 -0.035
H -1.488582 -2.448133 3.823725 -0.049 0.026 -0.030
H 3.641516 1.465317 0.277360 0.051 0.082 -0.069
H 4.180096 0.277053 -4.495558 -0.017 0.002 0.039
H -3.406690 -3.810652 0.425617 -0.072 -0.028 -0.080
H -8.043374 -1.994632 0.109489 0.024 0.041 -0.027
H 5.588067 2.321282 -1.007915 -0.018 -0.067 -0.017
H -3.408347 1.427525 1.015175 0.019 0.025 -0.025
H -7.933807 -3.299121 -1.050721 0.027 0.019 -0.058
H -5.077886 3.132517 0.493387 0.022 0.001 -0.024
H -8.041189 -1.624377 -1.619231 -0.004 -0.018 0.013
H 6.180534 2.963121 -3.682659 -0.060 0.000 -0.031
H -3.548648 -0.367984 -2.135152 -0.087 -0.044 -0.046
H -6.026553 -0.453277 -2.097161 0.056 -0.027 0.014
H -0.311587 3.826541 -2.918069 -0.028 -0.058 -0.012
H -0.998055 1.721804 6.009179 0.031 -0.004 -0.038
H -2.494514 4.857509 -2.453949 0.007 -0.032 0.025
```
Positions in Å, forces in eV/Å.

E_HOMO	-13.337	eV
strongest force on any atom	1.6	eV/A
relative energy (zero: lowest compared OMol25 entry of this formula, charge and spin)	109.1	kJ/mol
total charge	+2